1.
This record from OMol25 describes the molecule C4H8N2OS at a distorted geometry. The level of theory is ωB97M-V with the def2-TZVPD basis set.

Geometry (Å):
C 0.70 0.51 0.33
C -0.41 1.36 0.86
C 2.06 -1.35 0.25
C -1.56 -0.47 -1.07
N 0.91 -0.69 0.68
N -1.67 1.40 0.57
O -2.31 0.53 -0.28
S 1.88 1.51 -0.65
H -0.08 1.92 1.72
H 2.01 -2.06 -0.56
H 2.53 -1.77 1.23
H 2.95 -0.79 -0.18
H -2.52 -0.79 -1.46
H -1.16 -1.32 -0.47
H -0.99 -0.03 -1.83
H -2.34 2.06 0.85

Orbital gap (spin up / spin down), eV: 7.233 / 7.235
E_HOMO (spin up / spin down), eV: -7.588 / -7.588
Lowest unoccupied orbital energy (spin up / spin down), eV: -0.4 / -0.4
Net charge: 0
2S+1: 1

***

2.
This record from OMol25 describes the molecule C4H8N2OS at a distorted geometry. The level of theory is ωB97M-V with the def2-TZVPD basis set.

Geometry (Å):
C -1.37 1.08 -0.11
C 1.01 0.96 0.06
C 1.62 -0.43 0.31
C 0.10 -1.02 0.29
H -4.27 -0.83 -0.55
H -1.16 2.17 -0.32
H 1.01 1.27 -1.04
H 1.38 1.86 0.68
H 2.15 -0.43 1.34
H 3.40 -0.89 -0.40
H -0.05 -1.39 -0.69
H -0.37 -1.64 1.09
N -2.52 0.65 -0.42
N -0.31 0.45 0.44
O 2.43 -0.93 -0.69
S -3.03 -0.88 0.00

Orbital gap, eV: 8.440
E_HOMO, eV: -7.900
SMILES string: OC1CN(/C=N\S)C1
Lowest unoccupied orbital energy, eV: 0.5
Net charge: 0
2S+1: 1

***

Short version: relative energy (zero: lowest compared OMol25 entry of this formula, charge and spin) = 5.4292, 2.6194 eV, in the order given.